1.
15
Properties=species:S:1:pos:R:3 method="wB97M-V/def2-TZVPD" orbital_gap_ev=10.15 largest_force_ev_per_a=2.41 homo_ha=-0.337 total_charge=0 e_lumo_ev=0.969 e_tot_ev=-10311.614 smiles="CCC/[N+]([O-])=N/O"
C 0.579 1.240 -1.024
C -0.029 0.625 0.260
C -0.866 -0.564 -0.046
N -1.273 -1.291 1.274
O -2.177 -0.730 1.901
N -0.644 -2.326 1.626
O -1.146 -2.748 2.817
H -0.276 1.660 -1.469
H 1.339 2.019 -0.728
H 1.008 0.600 -1.738
H -0.452 1.467 0.787
H 0.765 0.210 0.803
H -1.694 -0.243 -0.655
H -0.340 -1.230 -0.746
H -0.580 -3.570 3.020

---

2.
50
Properties=species:S:1:pos:R:3 method="wB97M-V/def2-TZVPD" orbital_gap_ev=8.84 largest_force_ev_per_a=3.27 homo_ha=-0.296 total_charge=0 e_lumo_ev=0.782 e_tot_ev=-29143.208 smiles=Cc1c[nH]c2ncnc(O[C@H]3CC[C@H](N4CCO[C@@H](C)C4)CC3)c12
C -1.939 0.450 4.240
C -2.841 -0.708 3.900
C -3.951 -1.110 4.609
N -4.499 -2.230 3.961
C -3.743 -2.504 2.853
N -3.995 -3.477 2.016
C -3.083 -3.694 1.089
N -1.938 -3.004 0.979
C -1.730 -1.991 1.840
O -0.661 -1.136 1.722
C 0.121 -1.136 0.482
C 1.397 -0.314 0.699
C 1.128 1.144 0.676
C 0.472 1.586 -0.661
N 1.260 1.359 -1.904
C 0.639 1.590 -3.233
C 1.493 0.877 -4.317
O 2.876 1.179 -4.253
C 3.434 0.928 -2.946
C 4.896 1.321 -2.995
C 2.704 1.726 -1.871
C -0.896 0.875 -0.757
C -0.646 -0.641 -0.760
C -2.685 -1.682 2.820
H -2.033 1.167 3.439
H -0.906 0.079 4.369
H -2.319 0.931 5.152
H -4.263 -0.642 5.517
H -5.424 -2.647 4.168
H -3.268 -4.508 0.398
H 0.421 -2.167 0.294
H 1.852 -0.590 1.641
H 2.072 -0.596 -0.094
H 2.050 1.734 0.841
H 0.472 1.373 1.508
H 0.300 2.659 -0.573
H 0.677 2.674 -3.382
H -0.372 1.309 -3.275
H 1.353 -0.209 -4.226
H 1.069 1.165 -5.280
H 3.368 -0.154 -2.780
H 5.443 0.783 -3.765
H 4.974 2.392 -3.214
H 5.387 1.091 -2.032
H 2.773 2.819 -2.066
H 3.145 1.590 -0.905
H -1.513 1.250 -1.569
H -1.436 1.134 0.165
H -1.596 -1.138 -0.886
H -0.040 -0.912 -1.631

---

3.
132
Properties=species:S:1:pos:R:3 method="wB97M-V/def2-TZVPD" orbital_gap_ev="5.65 / 3.03" largest_force_ev_per_a=1.48 homo_ha="-0.414 / -0.414" total_charge=+2 e_lumo_ev="-5.600 / -8.227" e_tot_ev=-147714.252 spin_multiplicity=2 s_squared=0.7539
Sc 0.108 -0.976 1.033
C 3.731 -3.221 2.160
C 3.208 -2.077 1.559
N 1.900 -2.215 1.369
N 1.538 -3.442 1.852
C 2.651 -4.060 2.317
B 0.225 -4.167 1.368
N -1.106 -3.542 1.927
C -2.213 -4.240 2.206
C -3.282 -3.366 2.324
C -2.748 -2.119 2.065
N -1.432 -2.219 1.823
N 0.197 -3.914 -0.187
C 0.545 -4.713 -1.213
C 0.751 -3.929 -2.336
C 0.518 -2.633 -1.899
N 0.180 -2.615 -0.609
N 0.259 -5.602 1.818
C 0.251 -6.008 3.123
C 0.244 -7.373 3.134
C 0.242 -7.732 1.766
N 0.248 -6.673 0.978
H 4.756 -3.410 2.435
H 3.717 -1.164 1.284
H 2.605 -5.061 2.717
H -2.180 -5.315 2.307
H -4.306 -3.607 2.559
H -3.235 -1.161 2.040
H 0.616 -5.777 -1.051
H 1.033 -4.251 -3.327
H 0.584 -1.711 -2.466
H 0.243 -5.295 3.936
H 0.244 -8.025 3.993
H 0.237 -8.722 1.331
N -2.366 1.133 1.274
P -1.116 1.202 2.459
C -1.947 0.827 4.024
C -3.295 0.508 4.130
C -3.866 0.311 5.384
C -3.091 0.422 6.529
C -1.742 0.750 6.431
C -1.173 0.963 5.184
C -0.756 2.973 2.634
C -1.764 3.851 3.036
C -1.486 5.204 3.156
C -0.199 5.683 2.906
C 0.809 4.814 2.518
C 0.526 3.459 2.374
P -1.930 0.598 -0.289
C -2.090 2.144 -1.247
C -2.858 2.224 -2.418
C -2.929 3.423 -3.128
C -2.231 4.538 -2.683
C -1.461 4.461 -1.525
C -1.384 3.270 -0.813
C -3.323 -0.425 -0.837
C -4.641 0.015 -0.683
C -5.693 -0.814 -1.036
C -5.439 -2.080 -1.562
C -4.135 -2.514 -1.738
C -3.076 -1.688 -1.373
H -3.067 1.867 1.313
H -3.918 0.436 3.244
H -4.922 0.079 5.463
H -3.541 0.273 7.503
H -1.138 0.854 7.324
H -0.136 1.287 5.120
H -2.759 3.487 3.279
H -2.267 5.885 3.474
H 0.019 6.737 3.038
H 1.820 5.171 2.354
H 1.324 2.786 2.100
H -3.446 1.374 -2.745
H -3.547 3.486 -4.017
H -2.299 5.472 -3.227
H -0.922 5.332 -1.169
H -0.788 3.236 0.092
H -4.851 1.004 -0.284
H -6.713 -0.474 -0.909
H -6.265 -2.726 -1.835
H -3.938 -3.497 -2.149
H -2.058 -2.039 -1.489
N 0.896 -0.956 3.461
C 2.023 -0.019 3.503
C 2.207 0.772 2.389
C 3.213 1.694 2.284
C 4.080 1.861 3.358
C 3.940 1.049 4.482
C 2.910 0.100 4.555
S 5.272 3.190 3.161
O 6.109 3.129 4.337
O 5.926 2.861 1.901
O 4.400 4.354 3.065
H 1.180 -1.853 3.840
H 0.164 -0.621 4.079
H 1.543 0.672 1.559
H 3.350 2.318 1.404
H 4.644 1.172 5.298
H 2.796 -0.527 5.436
C 1.220 -1.225 -6.715
Si 0.731 0.478 -7.290
C 2.154 1.647 -7.209
C -0.071 0.411 -8.941
C -0.625 1.145 -6.082
Te -0.289 0.557 -4.114
C 0.896 2.173 -3.515
Si 2.396 1.705 -2.438
C 3.448 0.511 -3.387
C 1.756 0.889 -0.870
C 3.247 3.253 -1.957
H 1.572 -1.812 -7.569
H 0.381 -1.779 -6.277
H 2.035 -1.198 -5.984
H 2.869 1.404 -8.003
H 2.691 1.582 -6.256
H 1.838 2.685 -7.362
H 0.672 0.148 -9.702
H -0.508 1.374 -9.224
H -0.861 -0.346 -8.967
H -1.602 0.748 -6.379
H -0.667 2.237 -6.072
H 0.231 2.869 -2.988
H 1.216 2.637 -4.455
H 3.848 -0.271 -2.736
H 4.302 1.037 -3.828
H 2.909 0.023 -4.207
H 1.330 -0.115 -0.952
H 1.017 1.541 -0.381
H 2.626 0.805 -0.203
H 3.679 3.737 -2.840
H 4.067 3.038 -1.261
H 2.575 3.968 -1.471